This record from the OMol25 dataset describes C62H39BiF10O3P2S2 as an isolated structure at a distorted geometry. The level of theory is ωB97M-V/def2-TZVPD.

For the LUMO energy (alpha / beta), the calculation gives 3.8 / 3.8 eV. For the frontier orbital gap (alpha / beta), the calculation gives 3.783 / 3.587 eV. Its HOMO energy (alpha / beta) is 0.0006 / 0.0079 Ha.

The geometry in ORCA input format:
```
! wB97M-V def2-TZVPD RIJCOSX def2/J DEFGRID3
* xyz -2 1
Bi -0.997 0.496 -0.403
O -2.178 -0.180 2.655
S -0.777 0.112 2.200
C -0.152 1.386 3.328
C -0.831 1.513 4.567
C -0.347 2.306 5.607
C 0.856 2.957 5.373
C 1.631 3.814 6.330
C 2.891 4.241 5.518
C 2.688 3.609 4.172
C 3.516 3.692 3.066
C 3.070 3.052 1.909
C 1.848 2.326 1.843
P 1.290 1.759 0.182
C 1.369 3.344 -0.749
C 2.507 3.806 -1.415
C 2.507 5.031 -2.082
C 1.368 5.819 -2.089
C 0.227 5.382 -1.428
C 0.231 4.158 -0.767
C 2.657 0.717 -0.422
C 3.437 -0.027 0.475
C 4.446 -0.878 0.026
C 4.684 -1.013 -1.334
C 3.899 -0.310 -2.238
C 2.883 0.534 -1.779
C 1.041 2.163 3.039
C 1.506 2.880 4.144
C 0.188 -1.355 2.795
C 1.038 -1.200 3.899
C 1.699 -2.268 4.526
C 1.461 -3.512 4.015
C 1.996 -4.814 4.529
C 1.384 -5.872 3.574
C 0.580 -5.060 2.604
C -0.149 -5.531 1.547
C -0.782 -4.564 0.757
C -0.710 -3.181 1.017
P -1.460 -2.111 -0.276
C -0.876 -2.936 -1.800
C -1.687 -3.693 -2.649
C -1.172 -4.289 -3.797
C 0.175 -4.147 -4.115
C 1.002 -3.412 -3.280
C 0.480 -2.812 -2.134
C -3.269 -2.448 -0.186
C -3.836 -3.121 0.908
C -5.208 -3.339 0.999
C -6.055 -2.872 0.008
C -5.526 -2.173 -1.067
C -4.152 -1.955 -1.153
C 0.001 -2.682 2.193
C 0.648 -3.702 2.902
H -1.739 0.941 4.740
H -0.863 2.381 6.557
H 1.911 3.244 7.222
H 1.040 4.686 6.631
H 3.806 3.861 5.985
H 2.956 5.329 5.430
H 4.444 4.252 3.088
H 3.692 3.149 1.023
H 3.424 3.227 -1.417
H 3.404 5.368 -2.592
H 1.368 6.775 -2.604
H -0.668 5.995 -1.421
H -0.668 3.851 -0.256
H 3.263 0.031 1.547
H 5.035 -1.442 0.742
H 5.466 -1.678 -1.688
H 4.061 -0.428 -3.306
H 2.223 1.064 -2.557
H 1.212 -0.231 4.350
H 2.338 -2.119 5.388
H 1.677 -4.982 5.561
H 3.088 -4.824 4.485
H 0.739 -6.568 4.117
H 2.163 -6.435 3.053
H -0.211 -6.588 1.319
H -1.339 -4.925 -0.103
H -2.739 -3.848 -2.428
H -1.824 -4.870 -4.442
H 0.577 -4.614 -5.008
H 2.057 -3.303 -3.511
H 1.154 -2.253 -1.492
H -3.217 -3.468 1.729
H -5.612 -3.861 1.860
H -7.125 -3.034 0.083
H -6.183 -1.782 -1.837
H -3.784 -1.394 -1.980
O -0.776 1.935 -1.687
C -2.048 2.778 1.687
C -2.015 2.455 0.266
O -2.055 2.314 -0.925
H -2.564 3.734 1.857
H -1.044 2.863 2.088
H -2.577 2.006 2.245
F -1.697 -1.024 -3.298
C -2.730 -0.257 -3.124
C -2.789 0.526 -1.984
C -3.975 1.318 -1.827
F -4.163 2.097 -0.759
C -4.982 1.298 -2.778
F -6.083 2.052 -2.606
C -4.867 0.509 -3.898
F -5.851 0.493 -4.814
C -3.752 -0.269 -4.074
F -3.657 -1.050 -5.163
F 1.428 2.525 -7.814
C 1.192 1.903 -6.643
C 0.179 0.984 -6.549
F -0.564 0.720 -7.636
C -0.089 0.326 -5.356
F -1.082 -0.531 -5.417
C 0.695 0.590 -4.169
S 0.441 -0.207 -2.541
C 1.746 1.559 -4.336
F 2.592 1.931 -3.334
C 1.966 2.186 -5.552
F 2.956 3.087 -5.668
*
```